(A)
{
  "formula": "CH5NP2",
  "method": "the ωB97M-V functional and the def2-TZVPD basis",
  "species": ["C", "N", "P", "P", "H", "H", "H", "H", "H"],
  "coordinates": [[-0.049, 0.133, 0.023], [1.182, -0.986, -1.310], [-1.214, 0.862, -1.029], [0.368, -0.105, 1.692], [1.702, -1.542, -0.626], [-0.394, 1.038, -2.133], [-1.189, 2.189, -0.577], [-0.911, -0.093, 2.263], [0.504, -1.495, 1.697]],
  "mulliken_charge": [0.136, -0.436, -0.070, -0.046, 0.120, 0.104, 0.057, 0.055, 0.080],
  "homo_ev": [-8.081, -7.880],
  "e_lumo_ev": [-1.39, -1.44]
}



(B)
{
  "formula": "CH5NP2",
  "method": "the ωB97M-V functional and the def2-TZVPD basis",
  "species": ["C", "N", "P", "P", "H", "H", "H", "H", "H"],
  "coordinates": [[-0.841, 1.657, 0.805], [1.483, -1.981, -1.152], [0.312, -3.008, -1.054], [2.877, -1.460, -0.975], [-0.753, 1.825, 1.854], [-1.756, 1.907, 0.421], [-0.143, 2.261, 0.309], [-0.588, -1.844, -0.869], [-0.590, 0.643, 0.661]],
  "mulliken_charge": [-1.002, 0.180, -0.139, -0.060, 0.273, 0.275, 0.274, 0.021, 0.179],
  "homo_ev": [-7.325, -7.322],
  "e_lumo_ev": [-0.81, -0.81]
}



(B) is preferred energetically. Next in line: 0.1803 hartree higher.